Record 1
The following is a DFT calculation (ωB97M-V/def2-TZVPD) of a cluster of 3 separate species, C21H38Br2F9N2O9PS2 in total in a non-equilibrium geometry.

The total energy is -239299.3885 eV. Its HOMO energy is -9.1 eV. The net charge is 0. As for the structure (SMILES): C#C[C@]1([C@@H](Br)[C@@H](C)Br)OS(=O)(=O)O[C@]1(CCCCC(F)(F)C(F)(F)S(F)(F)(F)(F)F)P(=O)(O)O.COC[C@@H](C)N.COC[C@@H](C)N. The calculation puts the maximum force at 2.5 eV Å⁻¹.

Element x y z (Å)
Br -1.552 -5.486 6.381
Br -0.578 -2.368 5.856
S -2.247 -1.291 2.810
S 5.899 -5.993 1.091
P 0.538 -1.309 0.964
F 5.066 -4.980 3.415
F 7.229 -4.845 3.035
F 6.584 -2.993 0.900
F 6.593 -7.050 2.039
F 6.414 -2.470 3.025
F 5.158 -4.972 0.128
F 7.292 -5.515 0.553
F 4.469 -6.494 1.598
F 5.845 -7.067 -0.056
O -0.786 -0.719 3.080
O 0.738 0.271 0.947
O -0.569 -1.773 0.147
O 0.275 3.673 -0.311
O -1.759 -2.818 2.600
O -2.809 -0.806 1.612
O -5.403 5.976 -4.862
O 1.950 -1.911 0.498
O -3.010 -1.187 3.997
N -4.020 7.720 -6.717
N -0.323 3.911 -3.138
C 6.001 -4.693 2.476
C -4.198 5.549 -7.803
C -1.355 -5.953 3.656
C -4.068 5.707 -5.246
C -0.455 4.524 0.552
C 0.301 -1.671 2.784
C -0.411 -3.047 2.996
C -1.209 3.162 -2.240
C 0.307 -3.982 2.128
C 0.933 -4.787 1.545
C -0.411 -3.690 4.431
C -2.453 4.001 -1.966
C 2.871 -1.162 3.173
C -3.653 6.306 -6.596
C 3.629 -2.510 3.131
C -6.381 5.122 -5.423
C 1.455 -1.312 3.745
C -0.490 2.682 -0.973
C 5.837 -3.216 2.019
C -1.535 -4.745 4.545
C 4.406 -2.768 1.832
H -3.561 8.250 -5.982
H 0.531 -4.208 4.564
H -3.447 6.162 -4.471
H -1.191 2.212 -0.272
H 3.848 -3.473 1.228
H 1.671 0.506 0.892
H -5.011 7.802 -6.505
H 1.522 -5.534 1.066
H 3.403 -0.518 3.869
H -2.508 -4.296 4.425
H -5.252 5.765 -7.977
H 2.879 -3.291 3.229
H -6.734 5.494 -6.388
H -2.203 5.019 -1.666
H -4.085 4.470 -7.677
H -3.060 4.072 -2.867
H -3.067 3.555 -1.181
H 4.255 -2.585 4.011
H 4.453 -1.857 1.245
H -2.562 6.244 -6.638
H -1.273 3.989 1.043
H 1.519 -2.108 4.472
H -0.453 -6.508 3.888
H 2.921 -0.656 2.218
H -3.874 4.627 -5.217
H 0.115 4.651 -2.595
H -7.228 5.100 -4.739
H 1.165 -0.397 4.239
H -3.658 5.841 -8.703
H -1.384 -5.684 2.608
H -1.533 2.263 -2.771
H 0.228 1.912 -1.264
H 0.450 3.316 -3.423
H -2.199 -6.616 3.820
H -0.856 5.390 0.019
H 2.145 -1.601 -0.397
H -6.001 4.104 -5.543
H 0.232 4.887 1.316



Record 2
The following is a DFT calculation (ωB97M-V/def2-TZVPD) of the molecule C6H12O in a non-equilibrium geometry.

The total energy is -8462.9898 eV. Its HOMO energy is -9.3 eV. The net charge is 0. As for the structure (SMILES): C=C(C)CCCO. The calculation puts the maximum force at 2.4 eV Å⁻¹.

Element x y z (Å)
O 2.219 -0.765 1.091
C -0.325 -0.906 -0.530
C -1.383 0.100 -0.120
C -1.983 -0.010 1.061
C 1.680 0.407 0.363
C 0.990 -0.210 -0.856
C -1.670 1.238 -1.074
H -0.905 2.016 -1.006
H 2.936 -0.399 1.611
H -0.665 -1.604 -1.295
H 0.960 0.579 -1.615
H 1.762 -0.841 -1.323
H -2.628 0.766 1.460
H -0.091 -1.510 0.352
H -1.890 0.856 -2.068
H 2.482 1.048 0.002
H -1.756 -0.828 1.738
H -2.571 1.760 -0.723
H 1.036 0.832 1.128



Record 3
The following is a DFT calculation (ωB97M-V/def2-TZVPD) of the ion C2H8N3 with charge +1 in a non-equilibrium geometry.

The total energy is -6664.5863 eV. Its HOMO energy is -15.3 eV. The net charge is +1. As for the structure (SMILES): C[N@H+]1N[C@@H]1N. The calculation puts the maximum force at 3.1 eV Å⁻¹.

Element x y z (Å)
N -0.326 1.354 0.063
N 0.260 0.083 0.497
N -2.138 -0.346 0.271
C 1.607 -0.301 0.114
C -0.850 0.048 -0.377
H 1.430 -0.434 -0.950
H -2.482 0.493 0.908
H -0.581 -0.122 -1.467
H 0.258 1.763 -0.636
H 0.008 -0.166 1.390
H -2.760 -0.550 -0.505
H 2.190 0.589 0.390
H 1.853 -1.248 0.693



Record 4
The following is a DFT calculation (ωB97M-V/def2-TZVPD) of the molecule C2H5N3OS in a non-equilibrium geometry.

The total energy is -19505.2450 eV. Its HOMO energy is -8.8 eV. The net charge is 0. As for the structure (SMILES): C=NNC(=S)NO. The calculation puts the maximum force at 2.4 eV Å⁻¹.

Element x y z (Å)
S -2.475 -0.203 -0.962
O -1.104 -2.734 0.282
N -0.114 0.711 -0.322
N -0.419 -1.540 0.107
N 1.097 0.641 0.282
C -0.954 -0.433 -0.410
C 1.805 1.679 0.279
H -2.099 -2.476 0.160
H 2.805 1.512 0.654
H 0.394 -1.413 0.680
H 1.473 2.703 0.022
H -0.408 1.552 -0.772



Record 5
The following is a DFT calculation (ωB97M-V/def2-TZVPD) of a cluster of 6 separate species, C37H55F9NO18PS4 in total in a non-equilibrium geometry.

The total energy is -154688.6468 eV. Its HOMO energy is -8.0 eV. The net charge is 0. As for the structure (SMILES): C[C@H](COC(=O)CSC1=C(S(=O)(=O)C(F)(F)C(F)(F)C(F)(F)C(F)(F)F)C(=O)C(S)=C([PH2]=N)C1=O)OC(=O)CS.CCOC(C)=O.CCOC(C)=O.CCOC(C)=O.CCOC(C)=O.CCOC(C)=O. The calculation puts the maximum force at 2.1 eV Å⁻¹.

Element x y z (Å)
S -0.497 -2.690 1.439
S -4.710 -0.388 -2.522
S -1.723 0.358 1.795
S 6.968 3.791 -1.313
P -3.598 -3.464 -2.900
F -0.359 5.222 2.608
F -3.249 2.118 2.893
F -1.137 2.920 0.404
F -0.923 3.201 3.200
F -2.082 5.371 0.874
F -3.201 3.299 -0.155
F -3.987 1.318 1.017
F -2.006 4.911 3.994
F -3.662 4.616 2.154
O -0.375 0.808 1.984
O -5.788 -5.023 -4.262
O -0.621 -3.242 -1.595
O 0.797 10.675 2.662
O -1.112 -6.989 -6.827
O -2.276 -0.407 2.867
O 1.079 -2.021 5.649
O 4.057 1.529 4.190
O 7.299 0.894 -0.986
O 1.887 11.773 1.111
O -1.436 -5.449 -5.307
O 1.346 -0.806 -0.436
O -5.235 -6.937 -3.358
O 2.804 3.290 4.518
O 3.040 -2.095 0.298
O 2.314 -3.773 5.203
O 5.352 0.641 0.112
O -2.320 1.176 -1.300
N -3.346 -3.280 -4.432
C -3.223 -0.965 -1.786
C -6.430 -6.926 -5.521
C -2.445 0.024 -0.967
C 2.993 5.708 4.249
C -1.385 4.416 2.902
C 4.071 -1.222 0.751
C 3.444 -2.020 6.336
C -2.418 4.374 1.725
C -2.899 1.805 1.643
C -1.494 -7.680 -8.016
C 1.324 0.379 5.507
C 1.796 -1.524 0.414
C -1.473 -2.504 -1.168
C 2.546 4.557 5.127
C 3.982 2.649 4.613
C 1.079 -1.860 1.689
C 0.981 11.039 1.378
C -1.734 -5.877 -6.388
C 5.184 3.373 5.170
C -2.713 -5.168 -7.299
C 0.828 -0.791 6.331
C -0.845 -7.089 -9.250
C -1.824 -0.558 0.255
C 5.616 2.562 -1.307
C -5.340 -8.358 -3.258
C 4.924 -0.646 -0.379
C -4.303 -9.059 -4.113
C -2.732 -2.203 -1.896
C 2.242 -2.688 5.711
C 6.193 1.297 -0.741
C 4.209 -0.506 -1.704
C -5.827 -6.218 -4.331
C -0.347 9.948 3.112
C 0.089 10.453 0.306
C -2.372 3.075 0.879
C -0.172 8.454 2.936
C -1.322 -1.791 0.165
H 0.727 8.117 3.452
H 2.399 0.341 5.359
H 0.239 -7.085 -9.138
H -0.065 8.182 1.886
H 1.077 1.325 5.991
H 0.576 9.572 -0.110
H -4.196 0.695 -3.120
H -3.210 -5.824 -8.011
H 5.803 -1.263 -0.512
H 4.017 -1.527 5.552
H -5.684 -6.976 -6.313
H -0.907 10.183 0.649
H -6.794 -7.929 -5.309
H 4.806 2.910 -0.689
H 4.918 -0.440 -2.520
H -7.274 -6.338 -5.872
H 5.814 2.645 5.675
H -0.434 10.187 4.170
H -6.355 -8.687 -3.483
H 0.998 -0.970 2.296
H 5.743 3.807 4.342
H 3.563 0.362 -1.695
H -1.159 -6.059 -9.416
H -5.163 -8.582 -2.208
H 3.668 -0.388 1.319
H -2.581 -7.728 -8.103
H 4.060 -2.790 6.793
H 1.678 -2.565 2.251
H -0.025 11.195 -0.480
H -4.361 -10.138 -3.973
H 2.512 5.642 3.273
H -4.949 -3.264 -2.573
H 3.200 -1.293 7.108
H 6.324 4.780 -1.947
H 2.984 4.602 6.125
H -1.030 7.919 3.343
H -4.443 -8.841 -5.172
H -3.484 -4.699 -6.691
H 4.717 -1.769 1.425
H 2.728 6.661 4.707
H 1.244 -0.811 7.340
H -0.254 -0.736 6.440
H 5.280 2.372 -2.314
H 3.586 -1.362 -1.911
H 1.466 4.592 5.258
H -1.253 10.318 2.631
H -3.199 -4.741 -2.467
H 0.861 0.364 4.520
H 4.944 4.153 5.888
H 4.070 5.694 4.083
H -1.103 -7.674 -10.134
H -3.303 -8.723 -3.840
H -1.147 -8.702 -7.871
H -2.180 -4.388 -7.840
H -2.949 -4.130 -4.821



Record 6
The following is a DFT calculation (ωB97M-V/def2-TZVPD) of a structure of composition C9H18BCsO5P2S in a non-equilibrium geometry.

The total energy is -50492.9284 eV. Its HOMO energy is -6.8 eV. The net charge is 0. The calculation puts the maximum force at 7.0 eV Å⁻¹.

Element x y z (Å)
Cs 6.789 0.469 1.324
S 1.538 -0.831 2.444
P 1.527 1.938 0.839
P 0.886 -0.141 0.451
O 2.533 -1.708 -1.365
O 2.133 2.055 2.271
O 3.865 -0.086 -0.057
O 0.079 2.897 0.870
O 2.511 2.631 -0.377
C -3.328 -2.108 -1.755
C 4.615 -0.901 0.883
C 0.066 0.315 -1.229
C -5.087 1.037 0.423
C -1.839 -1.617 -1.860
C -4.064 0.093 -0.384
C -4.434 -1.265 -1.022
C -1.454 -0.240 -1.207
C -2.597 0.570 -0.491
B 2.555 -0.654 -0.350
H -2.248 1.557 -0.009
H -0.392 0.194 1.082
H 3.348 -1.576 -1.914
H 5.766 -0.905 0.715
H -5.909 0.405 0.926
H -3.547 -3.128 -2.214
H 4.387 -0.483 1.956
H 0.404 -1.506 0.237
H -1.070 -2.274 -2.407
H -0.046 1.458 -1.367
H 3.306 2.956 0.120
H -5.499 -1.681 -0.943
H -5.497 1.904 -0.192
H -4.483 1.497 1.291
H 0.629 -1.845 2.790
H 4.160 -1.960 0.871
H 0.624 -0.072 -2.146
H -0.227 3.005 1.796